Record 1
# C22H28HgN5O3Se

A structure of composition C22H28HgN5O3Se (ωB97M-V/def2-TZVPD, the OMol25 dataset).

Cartesian coordinates (Å):
Hg -0.4146 -0.9018 -0.0582
N 0.2824 -1.5075 2.5461
C -0.6397 -2.5612 2.9410
C -1.2242 -3.3856 1.7844
O -1.8174 -4.4292 2.1196
N -1.0531 -2.9363 0.5540
C -1.5830 -3.7678 -0.5063
C -1.3401 -3.2393 -1.9359
O -1.7355 -3.9749 -2.8499
O -0.7657 -2.1161 -2.0752
H 1.1357 -1.8910 2.1549
H 0.5385 -0.9048 3.3179
H -1.4924 -2.1093 3.4583
H -0.2075 -3.2940 3.6326
H -2.6652 -3.9085 -0.3951
H -1.1572 -4.7750 -0.4562
Se 2.8582 0.6348 0.7884
N 1.9518 -0.7315 -0.0066
C 2.8425 -1.7330 -0.1869
C 2.5348 -2.9699 -0.7830
C 3.5212 -3.9294 -0.9082
C 4.8259 -3.6880 -0.4523
C 5.1587 -2.4821 0.1330
C 4.1819 -1.4734 0.2811
N 4.4206 -0.2724 0.8420
H 1.5291 -3.1369 -1.1491
H 3.2798 -4.8797 -1.3692
H 5.5819 -4.4583 -0.5626
H 6.1628 -2.2819 0.4880
C -0.2800 5.9231 0.0907
C -0.0394 4.5268 -0.4317
C 1.0065 4.2805 -1.3097
C 1.2189 2.9748 -1.7589
C 2.3592 2.6469 -2.6865
C 0.3828 1.9623 -1.3390
C -0.6908 2.1575 -0.4307
C -0.8648 3.4963 0.0006
N -1.3915 1.0583 -0.0419
C -2.7913 0.9904 0.3947
C -3.6001 2.2955 0.3511
C -3.5107 0.0042 -0.5442
C -2.8633 0.4441 1.8258
H 0.4764 6.6160 -0.2813
H -0.2500 5.9468 1.1830
H -1.2605 6.2975 -0.2154
H 1.6598 5.0858 -1.6297
H 2.9135 3.5446 -2.9675
H 1.9993 2.1647 -3.5974
H 3.0492 1.9543 -2.1978
H 0.5492 0.9619 -1.7265
H -1.6151 3.7495 0.7317
H -3.4895 2.8066 -0.6057
H -3.3274 2.9791 1.1534
H -4.6547 2.0462 0.4891
H -3.4428 0.3564 -1.5747
H -4.5641 -0.1035 -0.2694
H -3.0491 -0.9842 -0.5082
H -2.3601 1.1264 2.5148
H -2.3759 -0.5284 1.8934
H -3.9042 0.3234 2.1411

Computed properties:
**HOMO-LUMO gap (spin up / spin down)**: 4.834 / 6.316 eV
**E_tot**: -3909.53603 hartree
**Molecular weight**: 690.05 g mol⁻¹
**Total charge**: -2
**2S+1**: 2
**LUMO energy (spin up / spin down)**: 4.47 / 4.46 eV
**Expectation value of S²**: 0.7719



Record 2
# CH9NO4

A cluster of 4 separate species, CH9NO4 in total at a distorted geometry (ωB97M-V/def2-TZVPD, the OMol25 dataset).

Cartesian coordinates (Å):
N -1.3453 -0.3781 -1.6288
C -0.0802 0.0701 -1.8849
O 0.6591 0.6256 -1.1076
H -1.9528 -0.3337 -2.4273
H -1.6688 -0.1411 -0.6930
H 0.1433 -0.0759 -2.9551
O 2.7422 0.8707 0.5439
H 3.3934 0.2314 0.2207
H 1.9943 0.6081 -0.0334
O -2.3767 0.0718 1.3184
H -1.5043 -0.1862 1.6664
H -2.5367 0.9329 1.7052
O 0.4600 -0.6615 1.8165
H 0.8282 -1.5330 1.6843
H 1.2442 -0.1011 1.7746

Computed properties:
**HOMO-LUMO gap**: 11.184 eV
**Structure (SMILES)**: NC=O.O.O.O
**E_tot**: -399.23554 hartree
**Molecular weight**: 99.09 g mol⁻¹
**2S+1**: 1
**LUMO energy**: 0.71 eV



Record 3
# C11H23N5O3S

A structure of composition C11H23N5O3S at a distorted geometry (ωB97M-V/def2-TZVPD, the OMol25 dataset).

Cartesian coordinates (Å):
C 1.0500 0.9421 -0.3918
C -0.3000 1.2059 0.2150
C 1.4957 -0.4553 -0.1311
C 2.3811 -0.9342 -1.3388
C 3.6457 0.0254 -1.3681
C 4.8813 -0.6600 0.7725
C -2.7904 0.3883 -0.1633
C -3.4007 1.7409 0.0252
C -2.7876 -0.5581 0.9962
C -4.2079 -1.0381 1.4771
C -5.9154 -1.2820 -0.7941
H 1.8239 2.4369 0.9771
H 2.2866 2.6600 -0.7707
H 1.0049 1.0705 -1.4546
H 2.1681 -0.5569 0.7996
H 0.6153 -1.1105 0.0986
H 1.9542 -0.8905 -2.3510
H 2.8085 -1.9680 -1.0964
H 3.5757 0.9655 -2.0760
H 4.4084 -0.5760 -1.9709
H 4.0583 1.1727 0.2161
H 4.8628 0.3993 2.6910
H 5.5847 -2.5397 0.9513
H 5.7083 -1.7539 -0.7391
H -0.8869 0.5202 -1.5418
H -3.3215 -0.0252 -1.0941
H -2.0879 0.0855 1.6852
H -2.1566 -1.3824 0.7077
H -4.8564 -0.2401 1.6752
H -4.2320 -1.4545 2.5560
H -5.5222 -0.1966 -0.5784
H -5.6159 -1.5739 -2.0840
H -7.3569 -1.3862 -0.6234
H -1.9697 2.3021 1.2336
N 2.0363 1.7872 0.1101
N 4.4097 0.3189 -0.1783
N 5.1603 -0.5094 2.0868
N 5.2387 -1.9335 0.2329
N -1.2817 0.5853 -0.4801
O -0.3707 1.8775 1.1945
O -4.5302 1.9782 -0.3808
O -2.6844 2.7940 0.5674
S -4.8834 -2.2313 0.3378

Computed properties:
**HOMO-LUMO gap**: 8.638 eV
**E_tot**: -1330.42640 hartree
**Molecular weight**: 305.40 g mol⁻¹
**2S+1**: 1
**LUMO energy**: 0.05 eV



> Which value of molecular weight does entry 1 give?

690.05 g mol⁻¹